Computed, not measured: C27H50N7O3Si4Te2V as an isolated structure at a distorted geometry, with ωB97M-V/def2-TZVPD.

- ⟨S²⟩: 3.8164
- Charge: -1
- Gap between HOMO and LUMO (alpha / beta): 4.90 / 6.59 eV
- Largest force on an atom: 6.00 eV/Å
- Multiplicity: 4
- Energy: -4305.921531 hartree
- Energy relative to the best compared isomer or geometry (same formula, charge and spin): 131.3 kJ/mol

Structure (XYZ):
```
94
C27H50N7O3Si4Te2V (ωB97M-V/def2-TZVPD)
V 0.1262 1.2984 -1.4052
C -0.0168 5.0951 0.2433
C -0.2545 4.0710 -0.8137
O 0.2868 2.9571 -0.6550
C -1.0341 4.3486 -1.9967
C -1.3379 5.6752 -2.3643
C -1.9181 5.9661 -3.5712
C -2.2259 4.9128 -4.4571
C -1.9821 3.6080 -4.1142
C -1.4185 3.2721 -2.8598
O -1.2833 2.0233 -2.5270
H 0.4315 4.6086 1.1036
H -0.9489 5.5706 0.5456
H 0.6674 5.8707 -0.1192
H -1.0547 6.4830 -1.6934
H -2.1152 6.9933 -3.8514
H -2.6489 5.1383 -5.4295
H -2.2019 2.7922 -4.7918
C -4.4892 -2.2615 3.8996
Si -3.7373 -0.8556 2.8976
C -3.1363 0.4079 4.1507
C -5.1399 -0.0850 1.9280
Si -1.9596 -1.4266 1.4944
Te -1.5017 0.8805 0.5994
Si -2.5493 -3.2128 0.0894
C -3.7213 -4.3205 1.0705
C -1.1611 -4.3707 -0.3708
C -3.4980 -2.5448 -1.3660
Si -0.2548 -2.1001 2.9440
C 1.0472 -3.1929 2.1321
C 0.6453 -0.6450 3.7560
C -0.8971 -3.1286 4.3848
H -5.2471 -1.8734 4.5963
H -3.7219 -2.7891 4.4881
H -4.9750 -3.0036 3.2482
H -3.9609 0.8261 4.7451
H -2.6294 1.2321 3.6261
H -2.4072 -0.0458 4.8441
H -5.8903 0.3749 2.5852
H -5.6434 -0.8392 1.3036
H -4.7427 0.6912 1.2582
H -3.2757 -4.5974 2.0402
H -3.9214 -5.2470 0.5132
H -4.6850 -3.8295 1.2754
H -0.8782 -4.9997 0.4875
H -0.2814 -3.8217 -0.7124
H -1.4788 -5.0250 -1.1893
H -4.4477 -2.0988 -1.0378
H -3.7122 -3.3292 -2.1040
H -2.9194 -1.7615 -1.8650
H 1.3592 -2.8189 1.1439
H 0.6192 -4.1932 1.9678
H 1.9402 -3.3096 2.7616
H 0.4707 0.2881 3.1969
H 1.7298 -0.8064 3.8402
H 0.2536 -0.4841 4.7708
H -1.5214 -3.9613 4.0204
H -1.5178 -2.5226 5.0611
H -0.0694 -3.5575 4.9685
C 3.0185 3.6120 -5.1866
Te 1.5996 2.6110 -3.9350
C 2.8742 0.9052 -3.9013
H 3.9805 3.7126 -4.6745
H 2.6269 4.6055 -5.4271
H 3.1471 3.0412 -6.1107
H 2.9156 0.4699 -4.8997
H 2.4651 0.1752 -3.2037
H 3.8708 1.2071 -3.5688
C 4.9689 -1.7706 1.1390
C 5.5313 -0.4867 1.7576
C 6.5678 0.1553 0.8288
C 4.3905 0.4869 2.1098
N 3.5125 0.8231 0.9784
C 2.3303 0.3357 0.7014
N 1.9251 0.8837 -0.4038
N 2.9068 1.7238 -0.8038
N 3.8627 1.7006 0.0196
H 5.7673 -2.5003 0.9897
H 4.5146 -1.5685 0.1623
H 4.2051 -2.2245 1.7808
H 6.0169 -0.7359 2.7037
H 6.0951 0.5552 -0.0674
H 7.3124 -0.5846 0.5215
H 7.0876 0.9799 1.3297
H 4.8014 1.4163 2.4959
H 3.7532 0.0413 2.8686
H 1.7955 -0.3934 1.2991
O 0.0577 -0.2227 -2.1461
N -0.2929 -1.4700 -2.5320
C -0.4374 -1.7180 -3.8667
C -0.2429 -0.8266 -4.9691
N -0.0976 -0.1237 -5.8711
C -0.8393 -3.0442 -4.2251
N -1.1553 -4.0986 -4.5800
```

Computed, not measured: C27H50OP2Tb as an isolated structure at a distorted geometry, with ωB97M-V/def2-TZVPD.

- ⟨S²⟩: 12.7641
- Charge: +1
- Gap between HOMO and LUMO (alpha / beta): 6.34 / 5.56 eV
- Largest force on an atom: 3.13 eV/Å
- Multiplicity: 7
- Energy: -2640.654816 hartree

Structure (XYZ):
```
81
C27H50OP2Tb (ωB97M-V/def2-TZVPD)
Tb -1.3019 0.5993 1.2574
C -0.7735 2.9625 0.4763
C -1.9328 2.4716 -0.2290
C -2.4980 2.7152 1.9953
C -1.1684 3.1728 1.8382
C -2.9928 2.3101 0.7240
C 0.4518 3.5494 -0.1217
H 0.7982 2.9649 -0.9832
H 1.2666 3.5901 0.6163
H 0.2562 4.5851 -0.4555
C -0.4257 3.9650 2.8440
H 0.2997 4.6412 2.3853
H 0.1085 3.3115 3.5383
H -1.0929 4.6022 3.4450
C -3.2519 2.7601 3.2776
H -3.0988 3.7228 3.7813
H -2.9289 1.9596 3.9607
H -4.3248 2.6495 3.0959
C -4.3840 1.8637 0.4565
H -5.0917 2.5679 0.9160
H -4.5864 0.8680 0.8800
H -4.6016 1.8430 -0.6153
C -2.1044 2.3190 -1.6937
H -3.1018 2.6815 -1.9862
H -2.0228 1.2774 -2.0486
H -1.3913 2.9297 -2.2592
C 2.9932 0.2074 -1.3141
C 2.6055 1.1993 -2.1272
C 1.3191 1.2309 -2.8965
C 0.9651 -0.0424 -3.7295
C 0.1312 -1.1242 -3.2166
C -0.3509 -1.2695 -1.8461
C 0.5963 -0.6512 -0.7233
C 2.1017 -0.9470 -1.0360
H 1.4075 2.0506 -3.6259
H 1.9039 -0.4749 -4.1364
H 0.4560 1.5230 -2.2767
H 2.1136 -1.6663 -1.9786
H 3.9653 0.2399 -0.7827
H 3.2401 2.0835 -2.2428
H 2.5387 -1.5200 -0.1936
H 0.3857 0.4447 -0.6386
H -1.3832 -0.8493 -1.7315
H 0.3803 -1.1069 0.2818
H 0.4306 0.3228 -4.6278
H -0.4404 -1.6629 -4.0003
P 1.9449 -3.2247 -2.4587
C 3.5757 -3.8985 -2.1382
C 1.7517 -3.3877 -4.2387
P -0.8120 -2.9764 -1.3294
C 0.7188 -3.9806 -1.3876
C -1.7783 -3.6960 -2.6560
C -1.5473 -3.3275 0.2347
H 3.6498 -4.3163 -1.1296
H 4.3284 -3.1078 -2.2477
H 3.7792 -4.6807 -2.8798
H 2.1394 -4.3707 -4.5543
H 2.3543 -2.6105 -4.7364
H 0.7178 -3.2811 -4.5882
H -1.5572 -4.4282 0.3205
H -2.5789 -2.9460 0.2392
H -0.9450 -2.9333 1.0691
H 1.1023 -4.1377 -0.3650
H 0.4570 -4.9733 -1.7880
H -2.8240 -3.6621 -2.3244
H -1.4488 -4.7339 -2.7957
H -1.6711 -3.1668 -3.6082
C 1.9866 1.2385 3.6861
C 0.6860 0.5401 4.0485
C 0.9164 -0.9395 4.3089
C 0.0944 1.1805 5.2940
O -0.2240 0.6134 2.9682
H 2.3798 0.8686 2.7331
H 2.7274 1.0586 4.4828
H 1.8467 2.3213 3.5910
H 1.6207 -1.0629 5.1429
H -0.0344 -1.4275 4.5602
H 1.3133 -1.4306 3.4185
H -0.0284 2.2619 5.1987
H -0.8835 0.7531 5.5375
H 0.7767 0.9938 6.1385
```

Computed, not measured: C27H51LuN2O2P3 as an isolated structure at a distorted geometry, with ωB97M-V/def2-TZVPD.

- Charge: +3
- Gap between HOMO and LUMO: 7.06 eV
- Largest force on an atom: 2.45 eV/Å
- Energy: -3578.077807 hartree
- Energy relative to the best compared isomer or geometry (same formula, charge and spin): 0.0 kJ/mol

Structure (XYZ):
```
86
C27H51LuN2O2P3 (ωB97M-V/def2-TZVPD)
Lu 0.5746 -0.0221 -0.7102
P 0.2295 -2.3970 0.7319
P 3.2052 0.0619 -0.7982
P 0.1454 -1.6470 -3.0697
H -2.9671 2.6757 -1.6388
C -3.3742 1.7068 -1.9418
C -3.7098 0.7639 -1.0483
H -3.6862 0.9426 0.0306
C 0.1099 -2.2080 2.5499
C 1.6105 -3.5908 0.5277
C -1.3350 -3.2744 0.2842
C 4.0681 1.5572 -1.3227
C 3.5738 -0.1040 0.9771
C 3.9890 -1.3109 -1.6974
C -1.6430 -1.7393 -3.4883
C 0.7981 -3.3716 -3.0910
C 0.7902 -1.1894 -4.7455
H -3.3492 1.4785 -3.0061
H -3.9350 -0.2702 -1.3402
H -0.8687 -1.8032 2.8457
H 0.8695 -1.4852 2.8817
H 0.2738 -3.1478 3.0951
H 2.5445 -3.1120 0.8616
H 1.7278 -3.8717 -0.5296
H 1.4620 -4.5001 1.1272
H -2.1770 -2.5840 0.4511
H -1.5108 -4.1810 0.8825
H -1.3396 -3.5498 -0.7817
H 5.1586 1.4417 -1.2770
H 3.7849 2.4189 -0.6997
H 3.8318 1.7867 -2.3720
H 4.6516 0.0391 1.1233
H 3.2744 -1.0908 1.3727
H 3.0385 0.6705 1.5552
H 5.0794 -1.1863 -1.7311
H 3.6014 -1.3292 -2.7304
H 3.7521 -2.2762 -1.2277
H -1.7863 -1.9687 -4.5532
H -2.1064 -0.7666 -3.2695
H -2.1372 -2.5053 -2.8812
H 0.6825 -3.8079 -4.0968
H 0.2853 -4.0022 -2.3570
H 1.8682 -3.3513 -2.8338
H 0.3859 -1.9070 -5.4816
H 1.8846 -1.3002 -4.7632
H 0.5191 -0.1562 -5.0180
C 0.7906 2.4624 -3.0295
C 1.8492 3.3440 -3.2017
C 2.0951 3.8620 -4.4843
C 1.2776 3.4826 -5.5561
C 0.2064 2.6193 -5.3366
C -0.1311 2.1963 -4.0339
O 0.7592 1.7087 -1.8211
H 1.6613 1.8068 -1.3308
H 2.4783 3.6031 -2.3396
H 2.9657 4.4954 -4.6628
H 1.4454 3.8831 -6.5610
H -0.4049 2.2874 -6.1736
H -1.1046 1.7594 -3.7647
C -2.1235 -1.9152 5.9528
C -2.9889 -0.7682 5.4858
N -2.4650 -0.0637 4.2982
C -3.5460 0.7141 3.6314
C -3.7051 2.1358 4.1122
C -1.2207 0.5595 4.4799
O -0.5462 0.4112 5.4962
C -0.6348 1.3401 3.3286
C 0.4263 2.2206 3.6046
C 1.1233 2.8069 2.5499
C 0.8148 2.3950 1.2521
N -0.0484 1.3583 0.9998
C -0.8770 0.9587 2.0139
H -1.8637 -2.6024 5.1421
H -2.6936 -2.4771 6.6968
H -1.2193 -1.5381 6.4326
H -3.9809 -1.1476 5.2055
H -3.0990 -0.0378 6.3091
H -3.3908 0.7023 2.5514
H -4.4682 0.1452 3.7957
H -2.8738 2.7661 3.7911
H -4.6212 2.5460 3.6873
H -3.7854 2.1579 5.2008
H 0.6777 2.4487 4.6355
H 1.9178 3.5427 2.7149
H 1.2028 2.9376 0.3841
H -1.7444 0.3565 1.7481
```